Record 1
The following is a DFT calculation (ωB97M-V with the def2-TZVPD basis set) of a 2-piece molecular cluster, C8H16INO7 overall at a distorted geometry.

Calculated values
maximum force	3.78	eV Å⁻¹
lowest unoccupied orbital energy	0.0030	Eh
energy above the lowest of the compared OMol25 structures with the same formula, charge and spin	65.9	kJ/mol
Kohn-Sham gap	9.3	eV
SMILES	O=C(I)COC(=O)OCOO.COC[C@@H](C)N

```
33
Properties=species:S:1:pos:R:3:forces:R:3
O 0.527 -0.043 -1.870 0.337 -2.301 2.975
C 0.452 0.559 -2.842 -0.615 2.444 -1.911
I 1.085 -0.318 -4.700 -0.048 0.325 -0.183
C -0.088 2.021 -2.804 0.796 -0.295 -1.127
O -0.934 2.139 -1.672 -0.610 -1.256 0.115
C -2.129 2.705 -1.960 -0.137 0.006 0.462
O -2.185 3.713 -2.549 -0.107 2.352 -1.496
O -3.269 2.134 -1.519 0.723 -0.894 -0.075
C -3.477 0.817 -2.049 0.542 -1.562 0.946
O -4.725 0.691 -2.614 0.097 0.136 1.288
O -4.796 1.428 -3.789 0.234 0.480 -1.688
H 0.806 2.663 -2.731 -0.383 -0.109 0.136
H -0.593 2.262 -3.751 0.038 0.000 0.416
H -2.661 0.494 -2.724 -0.354 0.582 -0.077
H -3.460 0.108 -1.205 -0.306 0.246 -0.287
H -4.580 2.357 -3.588 -0.186 -0.170 0.551
C 2.597 -0.158 3.177 0.006 0.197 0.117
C 1.738 -0.401 1.940 0.240 -0.269 0.168
C 0.619 -1.433 2.161 -0.156 0.126 -0.242
O 1.055 -2.782 2.171 -0.130 0.129 0.211
C 1.586 -3.227 3.406 0.118 -0.189 -0.214
N 2.609 -0.777 0.822 -0.242 -0.063 -0.123
H 3.301 -0.969 3.361 -0.056 -0.043 -0.049
H 3.186 0.752 3.052 -0.007 -0.049 -0.051
H 1.977 -0.033 4.068 0.016 -0.025 -0.007
H 1.256 0.549 1.688 -0.084 -0.069 -0.056
H -0.077 -1.359 1.320 0.054 -0.073 -0.036
H 0.040 -1.208 3.067 0.110 -0.008 0.087
H 1.080 -2.767 4.259 0.032 0.070 -0.012
H 2.660 -3.032 3.455 -0.011 0.056 0.192
H 1.445 -4.307 3.460 -0.060 0.029 -0.049
H 2.046 -0.841 -0.022 0.060 0.118 -0.017
H 2.913 -1.735 0.983 0.090 0.078 0.038
```
Forces are in eV/Å.



Record 2
The following is a DFT calculation (ωB97M-V with the def2-TZVPD basis set) of C8H16MnNO4Se2 as an isolated structure at a distorted geometry.

Calculated values
spin multiplicity	4
maximum force	1.28	eV Å⁻¹
lowest unoccupied orbital energy (spin up / spin down)	-0.1689 / -0.1890	Eh
energy above the lowest of the compared OMol25 structures with the same formula, charge and spin	81.4	kJ/mol
Kohn-Sham gap (spin up / spin down)	6.9 / 7.2	eV
charge	+1

```
32
Properties=species:S:1:pos:R:3:forces:R:3
Mn 0.414 -0.289 0.413 -1.108 0.063 0.627
N -1.419 1.452 0.236 0.192 0.025 0.107
C -2.166 1.403 -1.046 -0.027 0.018 -0.028
C -2.486 -0.063 -1.453 -0.009 0.065 0.159
C -1.292 -0.761 -0.918 0.059 -0.156 -0.019
O -0.146 -0.508 -1.424 0.050 -0.010 -0.532
O -1.297 -1.293 0.237 -0.108 -0.202 -0.151
H -2.056 1.329 1.018 -0.001 -0.017 0.010
H -0.997 2.367 0.346 -0.060 0.030 -0.009
H -1.520 1.839 -1.805 0.007 -0.023 -0.006
H -3.087 1.982 -1.003 0.002 0.000 0.007
H -2.562 -0.142 -2.534 0.007 0.010 -0.009
H -3.392 -0.435 -0.980 0.013 0.006 0.010
O 0.463 -0.710 2.382 0.182 0.091 -0.088
C 1.608 -1.220 3.110 -0.031 -0.013 0.037
C 2.908 -0.552 2.675 -0.029 0.014 0.020
C 3.856 -0.679 3.893 0.065 0.076 -0.006
O 5.129 -0.147 3.603 -0.019 -0.013 -0.048
C 3.562 -1.240 1.482 0.129 -0.151 0.058
Se 2.447 -1.355 -0.114 0.386 0.559 0.050
C 2.726 0.947 2.387 0.094 -0.006 0.130
Se 2.146 1.317 0.564 0.398 -0.246 -0.415
H -0.316 -1.239 2.594 -0.080 -0.015 0.040
H 1.668 -2.300 2.958 0.003 0.002 0.012
H 1.425 -1.013 4.166 -0.008 -0.022 0.012
H 3.915 -1.726 4.206 -0.010 -0.007 -0.013
H 3.432 -0.107 4.723 -0.014 -0.014 0.009
H 5.787 -0.845 3.564 0.013 0.007 0.035
H 3.853 -2.263 1.732 -0.082 -0.019 -0.002
H 4.459 -0.698 1.191 0.029 -0.020 0.026
H 3.690 1.442 2.491 -0.007 -0.007 -0.002
H 2.019 1.401 3.081 -0.037 -0.026 -0.021
```
Forces are in eV/Å.



Record 3
The following is a DFT calculation (ωB97M-V with the def2-TZVPD basis set) of C8H16N2 as an isolated structure at a distorted geometry.

Calculated values
maximum force	6.84	eV Å⁻¹
lowest unoccupied orbital energy	0.0168	Eh
energy above the lowest of the compared OMol25 structures with the same formula, charge and spin	575.0	kJ/mol
Kohn-Sham gap	7.3	eV

```
26
Properties=species:S:1:pos:R:3:forces:R:3
C 1.114 -0.995 0.584 -0.592 1.604 -0.845
C 0.005 0.525 -0.120 3.319 -4.611 3.813
C 1.858 -0.497 1.805 0.033 -0.072 -0.018
C 2.050 -1.267 -0.579 0.047 -0.061 0.093
C 0.220 -2.179 0.888 -0.087 0.143 -0.052
C -1.424 1.839 -2.204 -0.176 -0.191 -0.610
C -0.870 0.723 1.001 -1.883 -1.063 2.294
C -1.565 1.742 -0.717 -3.675 2.866 -0.837
N -1.656 0.634 1.905 2.211 0.755 -2.830
N -2.780 1.970 -0.246 1.888 -2.555 1.952
H -2.808 1.495 0.928 -0.044 1.620 -3.063
H -3.569 1.994 -0.894 -0.150 0.086 0.490
H -0.316 -0.173 -0.885 -0.293 0.761 -0.347
H 0.823 1.230 -0.202 -0.435 0.147 -0.604
H 2.559 -1.262 2.174 -0.101 0.072 -0.003
H 2.453 0.394 1.580 -0.036 -0.019 -0.012
H 1.171 -0.251 2.619 0.025 -0.013 -0.015
H 1.506 -1.595 -1.471 -0.016 0.007 0.027
H 2.626 -0.376 -0.849 -0.020 -0.027 0.032
H 2.774 -2.057 -0.336 -0.077 0.052 -0.020
H -0.465 -1.961 1.711 0.076 -0.040 -0.004
H -0.387 -2.457 0.021 0.023 0.002 -0.031
H 0.815 -3.066 1.156 -0.054 0.145 0.007
H -1.188 2.865 -2.501 -0.043 0.008 0.144
H -0.631 1.206 -2.606 0.211 0.136 0.275
H -2.314 1.517 -2.764 -0.152 0.248 0.164
```
Forces are in eV/Å.



Record 4
The following is a DFT calculation (ωB97M-V with the def2-TZVPD basis set) of one molecule with the formula C8H16N2 at a distorted geometry.

Calculated values
maximum force	5.02	eV Å⁻¹
lowest unoccupied orbital energy	0.0355	Eh
energy above the lowest of the compared OMol25 structures with the same formula, charge and spin	218.1	kJ/mol
Kohn-Sham gap	9.7	eV
SMILES	[H]/N=C1\CCC[C@H](NC)[C@H]1C

```
26
Properties=species:S:1:pos:R:3:forces:R:3
C -0.369 1.461 -0.184 0.857 -1.130 -2.395
C 1.130 1.958 -0.368 -2.493 0.157 0.876
C -0.632 -0.010 -0.584 0.697 0.158 -0.757
C 2.092 0.862 -0.647 1.969 -0.963 1.474
C 0.469 -0.937 -0.072 0.353 -2.358 0.641
C 1.853 -0.388 0.239 -3.474 3.251 -1.595
C 0.815 -2.073 -1.077 0.428 -0.171 0.652
C -2.481 -0.759 1.077 -0.457 0.789 -4.460
N 2.459 -0.834 1.211 -1.046 -2.342 1.127
N -1.999 -0.506 -0.368 -0.109 0.091 1.447
H -0.586 1.570 0.815 -0.994 0.521 2.267
H -1.066 1.968 -0.857 0.147 0.714 0.546
H 1.037 2.852 -0.973 0.844 -0.278 -0.907
H 1.372 2.353 0.573 0.459 0.700 1.513
H -2.560 0.229 -0.810 -0.260 -0.568 0.488
H -0.655 0.002 -1.691 0.754 -0.144 0.190
H 1.854 0.522 -1.588 0.115 -0.837 -2.636
H 3.167 1.116 -0.567 -0.554 0.312 -0.288
H 0.172 -1.441 0.879 -0.137 0.442 -0.608
H 1.434 -2.884 -0.557 -0.199 1.500 -1.025
H 1.241 -1.560 -1.983 0.003 -1.082 0.694
H -0.067 -2.610 -1.342 -0.892 -0.142 -0.557
H -3.543 -0.873 0.953 -0.665 0.827 0.422
H -2.241 -1.712 1.356 1.399 -2.424 0.776
H -2.112 -0.045 1.727 0.232 1.497 1.628
H 3.305 -0.419 1.360 3.024 1.479 0.488
```
Forces are in eV/Å.



Record 5
The following is a DFT calculation (ωB97M-V with the def2-TZVPD basis set) of C8H16N2O2 as an isolated structure at a distorted geometry.

Calculated values
maximum force	7.63	eV Å⁻¹
lowest unoccupied orbital energy	-0.0148	Eh
energy above the lowest of the compared OMol25 structures with the same formula, charge and spin	481.7	kJ/mol
Kohn-Sham gap	8.7	eV

```
28
Properties=species:S:1:pos:R:3:forces:R:3
C -1.092 -0.293 -0.193 0.360 -0.614 0.098
C -0.482 -0.543 0.964 4.872 5.351 -2.414
C -2.283 -1.165 -0.514 0.865 -0.682 -2.134
C -0.032 0.846 -3.631 2.489 -0.649 -0.478
C 0.975 1.332 2.438 0.580 1.709 -2.287
C 2.092 -0.515 1.898 2.654 -0.232 -0.678
C -0.558 0.790 -1.129 -1.194 -0.562 1.364
C 0.274 0.224 -2.272 -2.096 -3.152 0.835
N 1.157 0.372 1.335 -5.242 -0.561 -0.043
N -0.790 -1.357 1.969 -0.145 -2.183 2.016
O -0.541 -0.932 3.081 -0.545 -0.532 0.937
O -1.195 -2.477 1.701 -0.303 -0.545 0.639
H -2.505 -1.150 -1.622 -0.008 0.486 1.137
H -3.086 -0.752 0.068 -0.842 -0.397 0.113
H -2.036 -2.240 -0.327 -0.599 1.143 0.299
H -0.956 0.566 -4.153 0.195 -0.271 0.536
H 0.884 0.518 -4.290 -1.862 1.161 0.771
H -0.076 1.923 -3.425 0.308 -0.078 -0.676
H 0.187 2.046 2.162 0.476 0.147 0.276
H 0.805 0.919 3.389 -0.597 -0.799 1.119
H 2.009 1.773 2.502 -1.077 0.356 -0.069
H 1.932 -1.545 1.690 -0.052 -0.875 -0.278
H 3.018 -0.161 1.374 -0.060 -0.880 0.598
H 2.266 -0.358 2.964 -0.178 -0.442 0.080
H 0.075 1.360 -0.456 -0.061 0.612 -0.357
H -1.393 1.380 -1.507 -0.136 0.089 0.149
H 0.142 -0.958 -2.191 0.303 2.273 -0.779
H 1.210 0.396 -1.821 1.894 0.127 -0.773
```
Forces are in eV/Å.



Record 6
The following is a DFT calculation (ωB97M-V with the def2-TZVPD basis set) of one molecule with the formula C8H16N2O3 at a distorted geometry.

Calculated values
maximum force	6.86	eV Å⁻¹
lowest unoccupied orbital energy (spin up / spin down)	-0.0221 / -0.0221	Eh
energy above the lowest of the compared OMol25 structures with the same formula, charge and spin	887.7	kJ/mol
Kohn-Sham gap (spin up / spin down)	8.8 / 8.8	eV
SMILES	CCC(CC)[C@](CC)(N=O)[N+](=O)[O-]

```
29
Properties=species:S:1:pos:R:3:forces:R:3
C -1.967 1.710 0.278 -3.572 -2.819 5.131
C 1.544 2.554 -0.656 -1.144 -1.412 -2.753
C 0.501 -3.369 -0.207 -0.151 2.921 -2.518
C -0.695 1.413 1.096 -0.335 2.147 1.448
C 0.814 1.236 -0.931 0.423 0.941 4.097
C 0.886 -1.904 -0.496 -3.902 -0.952 -1.675
C 0.367 0.601 0.458 1.725 -0.736 -3.711
C -0.195 -1.003 0.093 2.576 2.481 0.424
N -1.361 -0.881 -0.714 -1.746 -0.128 -2.129
N -0.617 -1.458 1.487 0.390 0.617 -3.269
O 0.294 -1.748 2.179 1.657 -0.632 2.139
O -1.256 -0.835 -1.940 0.789 -0.091 2.504
O -1.768 -1.432 1.733 -2.339 -0.207 1.272
H -2.710 0.828 0.136 1.964 0.902 -0.169
H -2.743 2.321 0.848 1.542 -0.049 -0.327
H -1.781 2.165 -0.573 0.855 2.076 -4.208
H 0.958 3.075 -0.001 -1.308 2.017 1.470
H 1.590 3.002 -1.649 0.284 0.670 0.318
H 2.494 2.438 -0.261 1.954 -0.371 0.751
H -0.357 -3.690 -0.700 -1.977 -0.008 -0.985
H 0.388 -3.625 0.747 -0.071 -0.773 4.053
H 1.197 -3.937 -0.652 2.914 -2.296 -1.236
H -0.321 2.413 1.588 -0.216 -1.695 -1.388
H -0.873 0.875 1.988 -1.093 -0.473 1.189
H 0.092 1.407 -1.629 -2.693 0.504 -1.371
H 1.467 0.678 -1.456 2.383 -2.622 -1.375
H 0.864 -1.737 -1.616 0.018 -0.092 1.250
H 1.811 -1.688 -0.157 2.950 0.788 1.289
H 1.377 0.593 1.009 -1.878 -0.708 -0.219
```
Forces are in eV/Å.



Record 7
The following is a DFT calculation (ωB97M-V with the def2-TZVPD basis set) of one molecule with the formula C8H16N2O4 at a distorted geometry.

Calculated values
maximum force	4.07	eV Å⁻¹
lowest unoccupied orbital energy	0.0170	Eh
energy above the lowest of the compared OMol25 structures with the same formula, charge and spin	183.0	kJ/mol
Kohn-Sham gap	10.2	eV
SMILES	CC(C)[C@H](N)C(=O)N[C@@H](CO)C(=O)O

```
30
Properties=species:S:1:pos:R:3:forces:R:3
C 0.732 1.050 0.285 1.580 1.878 -0.604
C -0.107 0.284 1.161 -2.922 1.785 2.203
C -0.012 2.113 -0.523 -1.560 0.488 0.695
C -0.376 3.332 0.368 -0.303 2.057 -0.383
C -1.352 1.563 -1.112 0.785 -1.348 -0.872
C 0.022 -2.308 0.755 2.510 0.403 1.184
C 1.380 -2.808 0.079 -0.349 -1.084 0.003
C -1.114 -2.383 -0.198 -0.728 -0.416 -1.111
H 0.858 -0.249 -1.115 -0.033 -0.525 -1.113
H 2.269 0.632 -0.948 -0.522 -0.338 -0.109
H 1.498 1.606 0.846 -0.551 -0.045 0.707
H 0.687 2.407 -1.273 0.427 0.368 -0.796
H -0.796 3.050 1.338 0.131 -0.224 -0.366
H -1.214 3.915 -0.151 1.234 -0.591 0.588
H 0.451 4.094 0.614 -0.870 -1.285 -0.697
H -1.959 1.504 -0.209 -0.801 0.261 -0.659
H -1.776 2.065 -2.025 0.344 0.238 1.402
H -1.265 0.496 -1.482 0.159 1.199 0.572
H -0.522 -1.163 2.308 0.006 0.328 0.226
H -0.073 -3.103 1.557 -0.152 0.942 -0.797
H -2.040 -1.970 0.250 0.511 -0.468 -0.151
H -1.245 -3.467 -0.481 -0.043 1.124 0.096
H -0.125 -1.814 -1.864 -0.351 -0.510 0.240
H 2.466 -1.296 0.562 -0.570 0.144 -0.051
N 1.498 0.157 -0.471 1.984 -0.731 -1.150
N 0.110 -0.996 1.536 0.042 -3.182 -0.095
O -1.005 0.914 1.733 0.402 -1.021 0.240
O 1.361 -3.842 -0.564 -0.426 1.177 0.498
O -0.898 -1.538 -1.346 0.123 -0.459 0.218
O 2.548 -2.246 0.371 -0.058 -0.165 0.085
```
Forces are in eV/Å.



Record 8
The following is a DFT calculation (ωB97M-V with the def2-TZVPD basis set) of an isolated ion of composition C8H16N2OP and charge +1 at a distorted geometry.

Calculated values
maximum force	4.97	eV Å⁻¹
lowest unoccupied orbital energy	-0.1554	Eh
energy above the lowest of the compared OMol25 structures with the same formula, charge and spin	39.6	kJ/mol
Kohn-Sham gap	8.8	eV
SMILES	[H]/P=C(CC)/C(/N=C(/C)OC)=[NH+]/C
charge	+1

```
28
Properties=species:S:1:pos:R:3:forces:R:3
C 1.434 -1.125 0.395 -0.711 -2.489 -0.090
C 0.238 -0.503 1.083 3.259 -0.004 -0.035
C -1.280 0.626 -0.515 -0.885 0.680 -1.501
C -1.136 1.917 -1.342 -2.155 0.147 -0.624
C 3.523 -0.180 -0.750 0.467 -0.185 -0.320
C -0.980 0.010 3.117 1.971 2.440 0.775
C -3.391 -0.079 -1.648 -0.964 0.945 -1.804
C 2.003 -0.444 -0.854 -0.872 1.407 2.129
N -0.397 0.353 0.358 -2.126 0.873 -0.774
N 0.241 -0.530 2.406 -4.577 1.085 -1.615
O -2.350 -0.164 -0.701 1.650 -0.188 1.615
P 1.635 -2.801 0.705 0.385 1.236 0.339
H -1.789 2.729 -0.969 0.185 -0.546 0.315
H -1.390 1.946 -2.432 -0.115 -1.073 0.865
H -0.171 2.304 -1.352 1.887 0.353 0.605
H 4.316 -0.940 -0.641 -0.996 -0.696 -0.863
H 3.769 0.314 0.172 -0.640 0.845 0.587
H 3.820 0.497 -1.542 0.137 -0.014 -0.217
H -1.902 0.090 2.553 0.225 -0.748 -0.623
H -0.708 1.106 3.315 -0.466 -1.420 0.049
H -1.173 -0.453 4.078 0.275 -0.321 -0.133
H -4.376 -0.220 -1.151 0.903 0.040 -0.026
H -3.253 -0.896 -2.393 -0.061 0.671 0.543
H -3.432 0.919 -2.182 0.207 -1.137 0.627
H 1.502 0.576 -0.774 0.881 -1.048 -0.727
H 1.476 -0.996 -1.640 1.113 0.320 -0.587
H 0.949 -1.062 2.786 1.473 -1.296 1.516
H 2.821 -2.995 -0.081 -0.448 0.121 -0.026
```
Forces are in eV/Å.